(1)
The following is a DFT calculation (the ωB97M-V functional and the def2-TZVPD basis) of a cluster of 2 separate species, C11H17BO2 in total in a non-equilibrium geometry.

Atoms and positions in Å:
B -0.56498 -2.53638 0.33367
C -3.10834 2.01618 0.54930
C -2.11671 1.76224 1.52934
C -3.01040 1.45351 -0.71214
C -0.99957 1.04741 1.11800
C -1.91037 0.65180 -1.02904
C -0.84695 0.47799 -0.12057
C 3.55250 0.99186 0.45058
C 0.44504 -0.84439 -2.04313
C 2.10728 0.99585 0.14613
C 1.50546 -0.38195 0.22619
C 0.23728 -0.44144 -0.59945
O -0.79938 -3.50174 -0.57680
O -0.70215 -2.55068 1.70656
H -3.95105 2.60268 0.75389
H -2.18508 2.19173 2.49377
H -3.85157 1.69484 -1.48139
H -0.38182 0.64791 1.92493
H -1.76933 0.18937 -2.02842
H 3.71774 0.75321 1.49516
H 3.80950 2.03753 0.37045
H 4.16698 0.25379 -0.15307
H 0.59406 -1.84917 -1.95402
H 1.41849 -0.33605 -2.41797
H -0.37805 -0.56033 -2.78907
H 2.04957 1.28243 -0.97077
H 1.56932 1.64480 0.92025
H 2.19895 -1.13848 -0.14712
H 1.27267 -0.73040 1.31274
H -1.25207 -4.29178 -0.21667
H -0.81702 -3.53234 1.90869

Cartesian forces (eV/Å) of the 3 atoms listed first:
B 0.79 3.53 -0.55
C 1.33 -0.71 0.61
C -0.56 0.16 -2.80

- 2S+1 = 1
- M (g mol⁻¹) = 192.07
- HOMO energy (eV) = -7.04
- max |F| (eV/Å) = 4.351
- ΔE to the lowest compared entry with this formula, charge and spin (kJ/mol) = 392.47
- electronic energy (hartree) = -604.64027
- frontier orbital gap (Eh) = 0.252



(2)
The following is a DFT calculation (the ωB97M-V functional and the def2-TZVPD basis) of an isolated molecule of C4H5NO3 in a non-equilibrium geometry.

Atoms and positions in Å:
C -1.22693 -0.65190 -1.67746
O 0.16164 -0.24478 -1.12990
C 0.29461 0.35858 0.15663
C -0.58013 0.86772 1.11915
N 0.06439 1.28087 2.08683
O 1.18515 0.83233 1.97441
C 1.40173 0.26316 0.82318
O 2.57538 -0.30037 0.72635
H -1.92943 -1.58233 -1.06917
H -1.83099 0.37847 -1.30053
H -1.10996 -0.77890 -2.81390
H -1.74558 0.42810 1.10707
H 2.74013 -0.85095 -0.00265

Cartesian forces (eV/Å) of the 3 atoms listed first:
C -1.47 2.37 3.30
O -1.67 -0.91 0.21
C -2.59 -2.78 -4.50

- 2S+1 = 1
- M (g mol⁻¹) = 115.09
- HOMO energy (eV) = -8.79
- max |F| (eV/Å) = 10.210
- ΔE to the lowest compared entry with this formula, charge and spin (kJ/mol) = 659.99
- SMILES string = COc1cnoc1O
- electronic energy (hartree) = -435.66912
- frontier orbital gap (Eh) = 0.344



(3)
The following is a DFT calculation (the ωB97M-V functional and the def2-TZVPD basis) of a cluster of 2 separate species, C3H11N2O2 in total in a non-equilibrium geometry.

Atoms and positions in Å:
N 0.88406 -2.33072 -0.51771
C 0.66084 -0.85770 -0.10444
C -0.65272 -0.87071 0.84069
N -1.15972 0.17156 1.42154
C -1.22859 1.58039 1.02081
O -0.90033 -2.03047 1.11066
H 0.58991 -2.49254 -1.38631
H 0.40822 -2.95299 0.18743
H 1.82228 -2.45865 -0.40204
H 1.56121 -0.63348 0.35969
H 0.65684 -0.16962 -0.91153
H -1.87414 -0.01977 2.17123
H -1.97802 2.08624 1.58591
H -1.53845 1.76930 -0.03285
H -0.41305 2.28949 1.23875
H 1.78449 2.33647 -2.16840
H 0.43076 2.31969 -2.61711
O 0.94641 2.26349 -1.79631

Cartesian forces (eV/Å) of the 3 atoms listed first:
N -1.87 2.51 5.09
C -2.19 -1.02 0.00
C 5.70 -3.31 -3.16

- 2S+1 = 2
- M (g mol⁻¹) = 107.13
- HOMO energy (spin up / spin down) (eV) = -18.50 / -18.49
- charge = +2
- max |F| (eV/Å) = 7.309
- ΔE to the lowest compared entry with this formula, charge and spin (kJ/mol) = 254.97
- electronic energy (hartree) = -380.10649
- frontier orbital gap (spin up / spin down) (Eh) = 0.367 / 0.166



(4)
The following is a DFT calculation (the ωB97M-V functional and the def2-TZVPD basis) of a cluster of 12 separate species, C6H32O12 in total in a non-equilibrium geometry.

Atoms and positions in Å:
C 2.54871 -2.16607 -1.11416
C 2.68889 -0.74454 -1.72741
C 1.59794 0.08590 -1.31696
C 1.49309 0.68462 -0.15136
C 0.42136 1.55283 0.28860
C 0.03957 2.56677 -0.56501
O -1.08894 3.16298 -0.08427
H 1.56867 -2.35035 -0.90567
H 2.88729 -2.20380 -0.05279
H 3.11086 -2.73489 -1.85225
H 2.59048 -0.95699 -2.87394
H 3.71209 -0.22257 -1.42997
H 0.81828 0.31428 -2.04773
H 2.31305 0.55079 0.56979
H 0.03348 1.35921 1.33138
H 0.44102 2.80547 -1.57635
H -1.33279 4.10095 -0.37007
O 0.87297 3.76683 2.59940
H 1.33552 3.06918 2.21889
H 0.07706 3.78033 2.10829
O 1.71512 -1.27811 2.99363
H 2.23004 -1.32830 3.81382
H 1.78642 -0.29479 2.97865
O -0.34737 1.04553 3.64297
H -0.06743 1.65998 4.42855
H -1.36639 1.29384 3.81379
O -1.08914 1.89998 -3.83534
H -1.38059 2.78775 -3.41425
H -1.29790 1.16266 -3.23833
O -1.69378 0.11373 -1.48079
H -0.99303 0.44487 -0.93390
H -1.61632 -0.79677 -1.71066
O 1.49478 2.35043 -3.25518
H 0.78359 2.05650 -3.78115
H 2.17312 1.55063 -3.01596
O -4.36055 -1.33829 -0.18914
H -4.14090 -1.39303 0.64538
H -3.57127 -0.82507 -0.46584
O -2.39627 0.57351 1.72677
H -2.33128 1.10334 0.95639
H -3.16620 0.82803 2.19812
O -0.32374 -4.61857 0.32860
H -0.52137 -4.85686 1.18253
H -1.15401 -4.61471 -0.11030
O -0.86872 -2.40895 -1.24660
H -0.30522 -2.70262 -1.92194
H -0.63332 -2.67193 -0.29201
O -1.09601 -2.44419 2.30134
H -0.25933 -2.29746 2.77601
H -1.33154 -1.42207 2.05643

Cartesian forces (eV/Å) of the 3 atoms listed first:
C 3.23 1.80 0.45
C 2.37 -0.93 -1.36
C -1.76 1.61 -0.39

- 2S+1 = 1
- M (g mol⁻¹) = 296.31
- HOMO energy (eV) = -8.51
- max |F| (eV/Å) = 7.443
- ΔE to the lowest compared entry with this formula, charge and spin (kJ/mol) = 545.08
- SMILES string = CC/C=C/C=C/O.O.O.O.O.O.O.O.O.O.O.O
- electronic energy (hartree) = -1150.52501
- frontier orbital gap (Eh) = 0.311



(5)
The following is a DFT calculation (the ωB97M-V functional and the def2-TZVPD basis) of a structure of composition C45H47AsIMoN3S6SbSe2 in a non-equilibrium geometry.

Atoms and positions in Å:
Mo 0.55032 0.83432 -1.14645
S -2.12837 0.23062 -3.68547
As -2.87373 1.29826 -5.57924
S -0.31471 2.77871 -2.49635
S -0.22522 1.03801 -3.47025
S -1.59179 2.80489 -5.97202
S -1.53982 -0.29231 -0.37958
C -1.52780 -1.85847 -1.11366
N -2.58720 -2.69407 -0.93784
C -2.41301 -4.07885 -1.34849
C -1.78361 -4.10434 -2.71710
N -0.52049 -3.38486 -2.68248
C 0.54529 -3.86967 -3.56428
C 1.30305 -5.04148 -2.97486
C 2.38012 -4.83639 -2.11599
C 3.03791 -5.91790 -1.54721
C 2.63104 -7.21527 -1.83058
C 1.56957 -7.42927 -2.69730
C 0.91355 -6.34613 -3.26815
C -0.42333 -2.27687 -1.89937
S 1.08838 -1.43140 -1.82498
C -3.65505 -2.42969 0.03156
C -3.53679 -3.32447 1.24368
C -4.47896 -4.31018 1.50575
C -4.33132 -5.15290 2.60133
C -3.23407 -5.01722 3.43825
C -2.28570 -4.03387 3.18072
C -2.43840 -3.19269 2.08933
H -3.38596 -4.56594 -1.37340
H -1.78041 -4.61623 -0.63514
H -2.45843 -3.64237 -3.44727
H -1.59709 -5.13443 -3.01436
H 1.21747 -3.04105 -3.77189
H 0.07524 -4.16948 -4.50374
H 2.70470 -3.82569 -1.89531
H 3.87743 -5.75053 -0.88328
H 3.14922 -8.05640 -1.38755
H 1.25844 -8.43814 -2.93803
H 0.10273 -6.52171 -3.96860
H -4.61983 -2.57967 -0.45660
H -3.58589 -1.38679 0.32225
H -5.34050 -4.41644 0.85433
H -5.07371 -5.91624 2.79770
H -3.11684 -5.67570 4.29004
H -1.42973 -3.92244 3.83514
H -1.69436 -2.42991 1.87916
C 4.70251 -2.25841 0.76596
Se 4.62005 -0.63218 -0.30452
C 4.28378 0.66637 1.12401
C 3.05246 0.42237 1.98601
Se 1.51655 -0.34947 1.01806
C 0.37391 -0.30358 2.59921
H 3.73509 -2.75399 0.74526
H 4.98045 -2.00537 1.78763
H 5.47028 -2.89867 0.33984
H 4.21003 1.61232 0.59511
H 5.17633 0.70151 1.74545
H 2.71547 1.34147 2.46385
H 3.25953 -0.30682 2.76536
H 0.53081 0.60240 3.17052
H 0.63681 -1.17382 3.19604
H -0.66047 -0.36856 2.27765
I 3.22142 -0.19037 -4.23285
C 3.42897 1.36930 -2.84355
C 4.61238 2.07466 -3.05937
C 4.89325 3.20622 -2.32608
C 3.97042 3.59270 -1.37294
C 2.85936 2.80594 -1.18260
N 2.53938 1.68794 -1.88160
H 5.29298 1.72683 -3.82105
H 5.80128 3.76897 -2.50142
H 4.09845 4.48294 -0.77278
H 2.16180 3.08138 -0.42137
C -0.81492 2.80098 5.54652
C 0.38221 3.17000 4.94747
C 0.49835 3.15297 3.56355
C -0.58020 2.77296 2.76648
C -1.77499 2.39757 3.37608
C -1.89001 2.41045 4.76078
Sb -0.44233 2.77233 0.62696
C 0.35824 4.75418 0.39834
C -0.32139 5.70302 -0.36266
C 0.19305 6.98562 -0.51404
C 1.38738 7.33654 0.09719
C 2.07705 6.39692 0.85240
C 1.56796 5.11301 0.99415
C -2.48472 3.27373 0.27224
C -3.26017 2.64641 -0.69560
C -4.57487 3.04785 -0.90221
C -5.11778 4.07914 -0.14981
C -4.34764 4.71029 0.81881
C -3.03649 4.30865 1.02994
H -0.90739 2.81767 6.62593
H 1.22475 3.47559 5.55568
H 1.44286 3.43717 3.11663
H -2.61849 2.08295 2.77303
H -2.82342 2.11967 5.22636
H -1.25725 5.44534 -0.84416
H -0.34694 7.71308 -1.10778
H 1.78019 8.33949 -0.01361
H 3.01138 6.66488 1.33184
H 2.13386 4.39718 1.58139
H -2.85302 1.84556 -1.29574
H -5.17271 2.55360 -1.65845
H -6.14029 4.39533 -0.31809
H -4.76687 5.51587 1.40933
H -2.44103 4.80465 1.78886

Cartesian forces (eV/Å) of the 3 atoms listed first:
Mo -1.64 0.08 -0.62
S -0.20 0.10 -0.28
As 0.18 0.01 0.25

- 2S+1 = 3
- M (g mol⁻¹) = 1399.74
- HOMO energy (spin up / spin down) (eV) = -8.54 / -9.41
- charge = +1
- max |F| (eV/Å) = 1.760
- electronic energy (hartree) = -11940.98658
- frontier orbital gap (spin up / spin down) (Eh) = 0.186 / 0.218



(6)
The following is a DFT calculation (the ωB97M-V functional and the def2-TZVPD basis) of a structure of composition C12H18BrClNOReS3 in a non-equilibrium geometry.

Atoms and positions in Å:
Re 0.01080 0.11360 0.39230
C -1.93830 2.73900 -0.23760
C -0.80230 3.48160 0.43140
S 0.76130 2.50680 0.52790
C 1.31680 2.61550 2.28310
C 0.38930 2.05940 3.34100
S -0.21790 0.36970 2.92940
C -2.01480 0.57110 3.19030
C -2.67780 1.51050 2.20840
S -2.28990 1.08450 0.46030
H -1.73900 2.55820 -1.29470
H -2.85640 3.32790 -0.16740
H -1.05790 3.81750 1.43310
H -0.55470 4.36220 -0.16800
H 1.55930 3.65950 2.49280
H 2.25280 2.05310 2.26220
H -0.45960 2.70680 3.55200
H 0.95900 1.94550 4.26830
H -2.14850 0.92960 4.21360
H -2.42940 -0.43530 3.13280
H -2.41530 2.55040 2.39130
H -3.76370 1.42220 2.28930
O 5.76620 -2.10060 -0.71380
C 4.65370 -1.50330 -0.44010
C 4.25320 -0.21780 -0.88430
C 3.00390 0.25170 -0.56780
N 2.09610 -0.43040 0.16570
C 2.50070 -1.62890 0.64580
Br 1.27390 -2.57850 1.75240
C 3.72070 -2.18800 0.37570
H 6.40670 -1.62960 -1.27580
H 4.90700 0.39720 -1.48560
H 2.69780 1.22830 -0.91660
H 3.98930 -3.15730 0.76410
Cl -0.79670 -1.74900 -0.77920
C -0.41360 -0.32710 -1.67220
H -1.28930 0.09150 -2.16860
H 0.41470 -0.48080 -2.36420

Cartesian forces (eV/Å) of the 3 atoms listed first:
Re 1.68 -0.76 2.00
C -0.04 -0.14 -0.01
C 0.26 0.10 -0.02

- 2S+1 = 2
- M (g mol⁻¹) = 590.05
- HOMO energy (spin up / spin down) (eV) = -19.06 / -19.15
- charge = +3
- max |F| (eV/Å) = 2.719
- ΔE to the lowest compared entry with this formula, charge and spin (kJ/mol) = 178.15
- electronic energy (hartree) = -4904.02102
- frontier orbital gap (spin up / spin down) (Eh) = 0.218 / 0.242



> 2S+1 of number 2 (C4H5NO3)?

1